1.
Molecular formula: C30H19F6MnN7O6S3Se
Method: DFT, ωB97M-V/def2-TZVPD

Structure (XYZ):
```
73
Properties=species:S:1:pos:R:3:lowdin_charge:R:1
Mn 0.4815 0.8019 0.2085 0.8530
Se 4.0114 -6.0453 0.7519 1.2378
N 4.0843 -4.6211 1.7542 -0.2289
C 3.4021 -3.6410 1.1932 -0.3204
C 3.2176 -2.3304 1.7487 -0.0588
C 3.7359 -1.9401 2.9907 0.0529
C 3.4968 -0.6585 3.4305 0.0293
C 2.7422 0.2132 2.6347 -0.0722
N 2.2295 -0.1490 1.4781 0.0829
C 2.4512 -1.3933 1.0217 -0.1299
C 1.8646 -1.7337 -0.2507 -0.1136
N 1.1333 -0.7827 -0.8860 0.0500
C 0.6241 -1.0855 -2.0886 -0.0773
C 0.7755 -2.3226 -2.6988 -0.0007
C 1.4705 -3.3199 -2.0442 0.0508
C 2.0408 -3.0249 -0.8041 -0.0701
C 2.8037 -3.9881 -0.0618 -0.3286
N 3.0195 -5.2344 -0.4431 -0.2329
H 4.3046 -2.6540 3.5697 0.1335
H 3.8766 -0.3114 4.3788 0.1293
H 2.5707 1.2277 2.9644 0.0891
H 0.0641 -0.3104 -2.5950 0.1168
H 0.3466 -2.4846 -3.6749 0.1248
H 1.5975 -4.3084 -2.4591 0.1344
F -0.7796 4.0631 4.5795 0.1837
C -1.3457 3.4631 3.5500 -0.6584
F -1.6825 4.3737 2.6424 0.1590
F -2.4301 2.8308 3.9493 0.1894
S -0.0655 2.3248 2.7713 0.6826
O -0.4139 2.2027 1.3471 -0.3810
O -0.0356 1.1093 3.4983 -0.2155
N 1.2356 3.1885 2.9196 -0.2645
S 2.1541 3.4593 1.6830 0.6418
O 3.4547 3.8785 2.0292 -0.1957
O 2.0896 2.3758 0.6931 -0.3697
C 1.3294 4.8923 0.7557 -0.6374
F 2.2029 5.5139 -0.0206 0.1687
F 0.7691 5.7498 1.5845 0.1787
F 0.3718 4.3998 -0.0514 0.1182
C -3.7785 -5.4330 -1.2784 -0.0235
C -3.3253 -4.1489 -0.6787 -0.2331
C -4.2385 -3.1172 -0.4428 0.0007
C -3.8331 -1.9065 0.0890 -0.0295
C -2.4922 -1.7287 0.3950 -0.2657
C -1.5719 -2.7498 0.2049 -0.0473
C -1.9888 -3.9554 -0.3253 0.0000
S -1.8378 -0.1785 0.9530 0.7706
O -0.4904 -0.4668 1.4708 -0.3261
O -2.7437 0.6463 1.6624 -0.1875
N -1.2478 0.5733 -0.4333 -0.1000
C -1.6875 1.5960 -1.2051 -0.1908
C -2.9901 1.9865 -1.5081 0.0801
C -3.1972 3.0264 -2.4175 0.0059
C -2.1560 3.6791 -3.0407 0.0675
C -0.8187 3.3311 -2.7493 -0.1160
C 0.3177 3.9356 -3.3221 0.0682
C 1.5681 3.4892 -2.9575 0.0270
C 1.6968 2.4681 -2.0096 -0.0387
N 0.6464 1.8959 -1.4408 0.0280
C -0.5959 2.2957 -1.8141 -0.1386
H -4.3751 -5.2531 -2.1714 0.0969
H -4.4132 -5.9677 -0.5726 0.1036
H -2.9415 -6.0743 -1.5360 0.0855
H -5.2795 -3.2702 -0.6863 0.1323
H -4.5376 -1.1102 0.2803 0.1233
H -0.5492 -2.5874 0.5057 0.1009
H -1.2788 -4.7576 -0.4609 0.1237
H -3.8289 1.5023 -1.0333 0.1339
H -4.2088 3.3176 -2.6487 0.1321
H -2.3441 4.4624 -3.7568 0.1424
H 0.1922 4.7303 -4.0426 0.1432
H 2.4573 3.9241 -3.3876 0.1347
H 2.6726 2.1168 -1.6915 0.1453
```

Values from the calculation:
Orbital gap (spin up / spin down) (eV): 7.0960 / 4.7782
HOMO (spin up / spin down) (eV): -14.021 / -14.020
Energy above the lowest of the compared OMol25 structures with the same formula, charge and spin (eV): 1.965
2S+1: 4
Calculated total energy (eV): -199595.4750
⟨S²⟩: 3.82
Net charge: +2

2.
Molecular formula: C19H23NO3
Method: DFT, ωB97M-V/def2-TZVPD

Structure (XYZ):
```
46
Properties=species:S:1:pos:R:3:nbo_charge:R:1
C 5.6918 2.7877 -0.5083 -0.2248
O 4.9538 1.3992 -0.9345 -0.5931
C 3.6969 1.4102 -0.0521 0.9067
O 3.2359 2.2453 0.7790 -0.6552
N 3.1150 0.3468 -0.4582 -0.4351
C 3.5849 -0.6942 -1.3030 -0.1983
C 2.6462 -1.8894 -1.0885 -0.4406
C 1.3521 -1.2659 -0.8144 -0.1262
C 1.8738 0.0788 0.2948 -0.0496
C 2.0354 -0.5275 1.5655 -0.4687
C 0.7241 -1.2467 2.3299 -0.3358
C 0.4947 -2.5616 1.3581 -0.4003
C 0.1393 -1.8820 -0.0127 0.1885
O -0.0857 -3.0249 -1.1518 -0.7362
C -1.0697 -1.0916 -0.2048 -0.0602
C -2.1304 -0.3076 0.0367 0.1665
C -3.1652 0.5393 -0.0415 -0.2638
C -3.1125 1.8145 0.4464 -0.1132
C -4.1807 2.7313 0.0465 -0.2632
C -5.3270 2.0581 -0.0702 -0.1239
C -5.5249 0.5158 -0.4346 -0.0143
C -6.8432 0.0979 -0.7191 -0.6252
C -4.3662 0.0640 -0.4798 -0.1338
H 5.2020 3.6286 -0.9403 0.1919
H 6.7105 2.7856 -1.2070 0.1767
H 5.9339 2.8991 0.4366 0.1796
H 4.5370 -0.9651 -0.9747 0.2113
H 3.8534 -0.4106 -2.2484 0.2174
H 2.4424 -2.1994 -1.9912 0.2388
H 2.7949 -2.4378 -0.3895 0.1888
H 0.9059 -0.7321 -1.5787 0.2099
H 1.1134 0.8340 0.2990 0.2326
H 2.3732 0.2656 2.4848 0.2139
H 2.7524 -1.1295 1.9611 0.2250
H 0.9391 -1.5174 3.2426 0.1840
H -0.1607 -0.3892 2.3053 0.2164
H 1.2559 -3.1606 1.3760 0.1993
H -0.3187 -2.8175 1.6134 0.1979
H 0.6212 -3.6315 -0.6619 0.4419
H -2.0424 2.3702 0.5791 0.2208
H -4.1311 3.5336 0.5772 0.2055
H -6.3099 2.5389 -0.0678 0.1881
H -7.4420 0.0525 0.0648 0.2255
H -6.8058 -0.8229 -1.4625 0.2293
H -7.4107 0.8813 -1.3781 0.2244
H -4.5525 -1.1735 -0.6234 0.1807
```

Values from the calculation:
Orbital gap (eV): 8.2924
HOMO (eV): -8.218
Structure (SMILES): COC(=O)N1CC[C@@H]2[C@H]1CCC[C@@]2(O)C#Cc1cccc(C)c1
Energy above the lowest of the compared OMol25 structures with the same formula, charge and spin (eV): 17.056
Calculated total energy (eV): -27692.9913
Net charge: 0

3.
Molecular formula: C5H12N4
Method: DFT, ωB97M-V/def2-TZVPD

Structure (XYZ):
```
21
Properties=species:S:1:pos:R:3:nbo_charge:R:1
C -0.3858 0.1554 -1.0579 0.3216
C -1.7147 0.5728 2.2098 -0.4436
C 0.1255 1.0872 -2.1060 -0.6670
N -1.2824 -0.1615 1.0563 -0.4790
N -0.8626 0.6250 0.0829 -0.2559
C 1.8569 -0.8808 0.7480 0.1307
N -0.5835 -1.1876 -1.3686 -0.8439
N 2.4115 -1.2944 -0.4018 -0.8363
C 1.3953 -0.7818 1.8677 -0.3279
H -0.5906 1.5901 0.3125 0.3715
H -1.1112 -1.6413 -0.6200 0.4248
H -0.9631 -1.3625 -2.3008 0.3811
H 1.7944 -1.2445 -1.1975 0.3958
H 3.3404 -0.9074 -0.6056 0.3838
H 1.2382 -0.8232 2.9206 0.2326
H -0.8532 0.9531 2.7747 0.1620
H -2.3586 1.4281 1.9717 0.1614
H -2.2535 -0.1102 2.8609 0.2097
H 0.6081 0.5351 -2.8989 0.2259
H 0.8671 1.7728 -1.6998 0.2294
H -0.6782 1.6756 -2.5482 0.2234
```

Values from the calculation:
Orbital gap (spin up / spin down) (eV): 7.1582 / 7.1572
HOMO (spin up / spin down) (eV): -6.402 / -6.401
Energy above the lowest of the compared OMol25 structures with the same formula, charge and spin (eV): 4.614
Calculated total energy (eV): -11335.6074
Net charge: 0

4.
Molecular formula: C29H25GeN4O4PdS
Method: DFT, ωB97M-V/def2-TZVPD

Structure (XYZ):
```
65
Properties=species:S:1:pos:R:3:nbo_charge:R:1
Pd -1.2544 0.8399 -1.2940 0.4701
N -0.1043 2.7677 3.6619 -0.8183
C -0.3935 2.9872 2.3090 0.1600
C -1.6073 2.5349 1.7875 -0.2307
C -1.8838 2.6534 0.4344 -0.1918
C -0.9564 3.3131 -0.3795 -0.3433
C 0.1907 3.8670 0.1491 -0.1787
C 0.4782 3.7094 1.4990 -0.2937
S -1.0975 3.2436 -2.1740 2.2811
O -0.9106 4.6063 -2.6461 -0.9842
O -2.3729 2.6456 -2.5244 -0.9654
N 0.1222 2.2533 -2.5001 -0.9541
C 0.0110 1.5240 -3.6126 0.5551
N 0.0449 0.1728 -3.4536 -0.4808
C -0.0562 -0.5705 -4.5294 0.0913
C -0.1355 -0.0286 -5.8106 -0.3774
C -0.1405 1.3542 -5.8711 0.0799
N -0.0723 2.1290 -4.8113 -0.4891
H -0.5445 1.9192 3.9949 0.3868
H 0.8926 2.7446 3.8375 0.3644
H -2.3019 2.0385 2.4477 0.2081
H -2.8419 2.3114 0.0329 0.2662
H 0.8656 4.3751 -0.5252 0.2280
H 1.3976 4.1071 1.9109 0.1953
H -0.0902 -1.6462 -4.3716 0.1837
H -0.2059 -0.6380 -6.6992 0.2015
H -0.1991 1.8778 -6.8222 0.1688
O -4.5119 -1.0883 -2.5805 -0.7460
C -3.4800 -0.7160 -2.0380 0.6495
O -3.3590 -0.1034 -0.9534 -0.7867
H -2.4756 -1.0202 -2.5595 0.0219
C -1.6260 -0.6707 4.7329 -0.2621
C -0.2650 -0.6691 4.4706 -0.2707
C 0.1932 -0.6469 3.1627 -0.1803
C -0.6862 -0.6161 2.0880 -0.3878
C -2.0495 -0.6097 2.3709 -0.2332
C -2.5181 -0.6472 3.6716 -0.2280
Ge -0.1346 -0.6060 0.1459 0.8827
C -0.0050 -2.6021 -0.0579 -0.2702
C -0.3233 -3.5236 0.9301 -0.2632
C -0.0950 -4.8774 0.7553 -0.2288
C 0.4650 -5.3430 -0.4221 -0.2559
C 0.7736 -4.4407 -1.4283 -0.2194
C 0.5317 -3.0915 -1.2452 -0.2463
C 1.8484 -0.3493 0.4220 -0.3949
C 2.7468 -1.3443 0.7882 -0.1685
C 4.0910 -1.0733 0.9722 -0.2595
C 4.5671 0.2173 0.8046 -0.2514
C 3.6882 1.2238 0.4394 -0.2210
C 2.3516 0.9332 0.2377 -0.2261
H -1.9836 -0.6926 5.7572 0.1911
H 0.4442 -0.6874 5.2913 0.1907
H 1.2576 -0.6577 2.9638 0.2033
H -2.7407 -0.5660 1.5399 0.2472
H -3.5830 -0.6534 3.8703 0.1966
H -0.7491 -3.1654 1.8574 0.2103
H -0.3472 -5.5752 1.5457 0.1888
H 0.6583 -6.4030 -0.5522 0.1872
H 1.2101 -4.8027 -2.3536 0.1890
H 0.7686 -2.3791 -2.0266 0.2125
H 2.3808 -2.3539 0.9262 0.1965
H 4.7768 -1.8661 1.2550 0.1868
H 5.6203 0.4315 0.9510 0.1858
H 4.0579 2.2360 0.3129 0.1917
H 1.6675 1.7077 -0.0855 0.2357
```

Values from the calculation:
Orbital gap (spin up / spin down) (eV): 5.3291 / 5.9028
HOMO (spin up / spin down) (eV): -0.685 / -1.266
Energy above the lowest of the compared OMol25 structures with the same formula, charge and spin (eV): 0.308
2S+1: 2
Calculated total energy (eV): -115460.5919
⟨S²⟩: 0.75
Net charge: -2

5.
Molecular formula: C8H10ClN
Method: DFT, ωB97M-V/def2-TZVPD

Structure (XYZ):
```
20
Properties=species:S:1:pos:R:3:nbo_charge:R:1
C -0.1017 2.3263 0.3807 -0.4160
C 1.0364 1.6167 0.2631 -0.1792
C -1.1540 1.7750 0.9251 0.4564
C -0.0169 -0.3243 -1.6895 -0.4354
C 1.1274 0.1416 0.5025 -0.2266
C -1.1749 -0.2740 -0.7279 -0.2114
C 0.0860 -0.8062 -0.1951 -0.1057
C 0.2279 -2.2908 0.1614 -0.6192
N -1.9972 1.4707 1.7479 -0.6129
Cl 2.7050 -0.4141 -0.1744 -0.0771
H -0.1708 3.4652 0.2212 0.2699
H 1.9635 2.1160 -0.2192 0.2399
H 0.0644 -0.9848 -2.4566 0.2094
H 0.5270 0.5657 -1.8318 0.2141
H 1.1219 -0.2457 1.5612 0.2465
H -2.0567 -0.9059 -0.7373 0.1960
H -0.4275 -2.7243 0.9391 0.2096
H 1.1890 -2.6228 0.4660 0.2265
H -0.1041 -2.7885 -0.7178 0.2170
H -2.8448 0.9043 1.5814 0.3982
```

Values from the calculation:
Orbital gap (spin up / spin down) (eV): 7.9723 / 6.8880
HOMO (spin up / spin down) (eV): -7.986 / -7.018
Energy above the lowest of the compared OMol25 structures with the same formula, charge and spin (eV): 6.658
Calculated total energy (eV): -22464.7778
Net charge: 0

6.
Molecular formula: C22H32N5O10
Method: DFT, ωB97M-V/def2-TZVPD

Structure (XYZ):
```
69
Properties=species:S:1:pos:R:3:nbo_charge:R:1
C 1.3210 -1.4612 -1.5398 0.9261
O 0.4400 -1.0492 -0.7498 -0.8545
O 2.5010 -1.7952 -0.9668 -0.6927
O 1.2100 -1.8112 -2.7278 -0.7644
H 2.4620 -1.5312 -0.2358 0.4268
C 1.2200 -2.1432 2.4592 -0.1962
C 2.3000 -3.1332 2.2982 -0.2320
C 3.5390 -2.9892 3.2082 -0.1521
C 3.4700 -2.0892 4.4052 -0.0053
C 2.3010 -1.2082 4.5932 -0.1800
C 1.1930 -1.2722 3.6052 -0.2312
N 4.6060 -1.9342 5.3132 0.5254
O 5.3900 -2.8402 5.5712 -0.4071
O 4.7550 -0.8672 5.7502 -0.3520
H 0.3040 -1.9342 1.7572 0.2752
H 2.4900 -3.4002 1.2682 0.2397
H 4.3140 -3.6412 2.9182 0.2321
H 2.1360 -0.6052 5.5202 0.2422
H 0.2030 -0.6312 3.8732 0.2322
C -2.6160 -0.2042 1.2842 -0.1766
C -3.7650 -1.2542 1.3902 -0.1939
C -4.5080 -1.3842 2.7302 -0.1543
C -4.0890 -0.3732 3.9192 0.0155
C -3.0240 0.5758 3.7622 -0.1782
C -2.2580 0.6198 2.4522 -0.2399
N -4.6630 -0.5372 5.1942 0.4855
O -5.3540 -1.5472 5.3802 -0.3885
O -4.6420 0.4018 5.9822 -0.3823
H -1.9970 -0.3322 0.4372 0.2462
H -3.8520 -1.9642 0.5902 0.2269
H -5.3730 -2.0502 2.8512 0.2422
H -2.6520 1.1318 4.7102 0.2584
H -1.5420 1.4278 2.1592 0.2338
C -4.1310 0.0368 -1.6768 0.5073
O -5.4060 0.1988 -1.5468 -0.6819
N -3.5850 -0.8582 -2.4808 -0.4135
C -2.1620 -1.0862 -2.5438 -0.4510
C -4.4270 -1.7892 -3.2908 -0.4041
H -3.3140 0.4038 -0.9918 0.1309
H -1.4680 -0.3972 -1.9678 0.2636
H -1.9700 -1.1122 -3.6128 0.2003
H -1.8050 -2.1802 -2.3488 0.2222
H -4.5440 -2.7322 -2.6958 0.1933
H -4.0170 -2.2472 -4.2888 0.2060
H -5.3200 -1.3912 -3.4398 0.2192
C 3.8630 1.3368 -0.9778 0.4934
O 5.1780 1.6808 -1.1898 -0.6939
N 3.2200 2.1228 -0.1238 -0.4121
C 1.9190 1.6828 0.3062 -0.4087
C 3.8840 3.3098 0.5792 -0.3637
H 3.3540 0.5008 -1.2298 0.1656
H 1.9980 0.5468 0.4302 0.2231
H 1.0430 1.6018 -0.6678 0.1883
H 1.4890 2.2118 1.0522 0.1996
H 4.8280 3.2308 0.7292 0.2120
H 3.4100 3.4048 1.6252 0.1797
H 3.6480 4.2838 0.1272 0.2013
C 1.7530 3.3518 -4.1748 0.5238
O 2.3920 4.2618 -4.8218 -0.6354
N 0.9110 2.4388 -4.7618 -0.4389
C 0.1750 1.4018 -4.1078 -0.4390
C 0.4120 2.7338 -6.1598 -0.4382
H 2.0060 3.0948 -3.2058 0.1320
H -0.2850 0.6688 -4.8668 0.2237
H -0.6180 1.6418 -3.3818 0.1948
H 0.8890 0.7508 -3.4498 0.2458
H 1.0170 3.5328 -6.8078 0.2406
H -0.6450 3.2278 -6.3988 0.1941
H 0.4850 1.9618 -6.8048 0.1930
```

Values from the calculation:
Orbital gap (eV): 6.7262
HOMO (eV): -6.181
Energy above the lowest of the compared OMol25 structures with the same formula, charge and spin (eV): 0.316
Calculated total energy (eV): -51244.2770
Net charge: -1

Q: The highest calculated total energy belongs to which entry?
A: C5H12N4

Q: Which of these has the highest calculated total energy?
A: C5H12N4

Q: Which value of energy above the lowest of the compared OMol25 structures with the same formula, charge and spin does entry 1 give?
A: 1.965 eV